{"formula": "C30H28AgFN7O5S", "method": "ωB97M-V/def2-TZVPD", "species": ["Ag", "S", "F", "O", "O", "O", "O", "O", "N", "N", "N", "N", "N", "N", "N", "C", "C", "C", "C", "C", "C", "C", "C", "C", "C", "C", "C", "C", "C", "C", "C", "C", "C", "C", "C", "C", "C", "C", "C", "C", "C", "C", "C", "C", "C", "H", "H", "H", "H", "H", "H", "H", "H", "H", "H", "H", "H", "H", "H", "H", "H", "H", "H", "H", "H", "H", "H", "H", "H", "H", "H", "H", "H"], "coordinates": [[0.835, -0.726, -0.014], [1.594, -4.472, 3.764], [4.601, -0.109, 3.568], [0.617, -2.546, -1.814], [1.227, 1.429, 4.291], [0.756, 0.950, 1.925], [1.798, -3.752, -3.322], [3.036, -0.821, -1.008], [4.247, -3.397, 7.071], [1.141, -2.445, 1.834], [-1.192, 1.713, 0.911], [-0.747, 1.066, -0.207], [4.525, -2.643, 4.736], [0.263, 0.124, -2.569], [3.922, -4.548, 0.377], [4.156, -5.905, 0.859], [3.166, -2.210, 5.240], [5.624, -6.303, 0.794], [1.629, -3.139, -2.257], [-1.400, 1.265, -1.279], [4.627, -2.459, 3.290], [2.784, -3.165, -1.246], [3.041, -2.656, 6.707], [-1.498, 3.411, 5.628], [-0.202, -0.812, -4.718], [-0.353, 1.568, 1.925], [5.429, -2.550, 7.024], [-0.309, 2.711, 5.540], [4.004, -2.169, 0.638], [3.281, -1.967, -0.631], [0.068, 2.109, 4.337], [4.204, -1.034, 1.428], [-1.959, 2.927, 3.328], [4.223, -3.453, 1.150], [-1.484, -0.288, -4.685], [4.506, -1.182, 2.744], [1.360, -3.276, 2.617], [-2.334, 3.522, 4.521], [4.560, -3.582, 2.506], [5.601, -2.036, 5.576], [-0.985, 0.593, -2.520], [3.189, -4.359, -0.769], [-0.765, 2.220, 3.210], [-1.887, 0.425, -3.568], [0.630, -0.577, -3.631], [2.181, -3.315, 6.810], [4.552, -3.650, 4.925], [6.557, -2.313, 5.139], [1.636, -0.982, -3.608], [4.584, -4.554, 2.976], [2.434, -2.689, 4.588], [-2.283, 1.906, -1.282], [-1.778, 3.871, 6.569], [6.294, -3.146, 7.313], [5.484, -0.959, 5.502], [-2.169, -0.452, -5.508], [-2.582, 2.994, 2.447], [4.148, -3.844, 7.971], [-2.891, 0.823, -3.486], [3.990, -0.062, 1.000], [0.146, -1.411, -5.548], [5.749, -7.335, 1.127], [5.996, -6.222, -0.228], [-3.267, 4.066, 4.590], [3.745, -5.996, 1.866], [6.242, -5.664, 1.427], [2.882, -1.781, 7.349], [5.368, -1.691, 7.704], [1.260, 1.085, 3.338], [0.353, 2.610, 6.391], [3.559, -6.567, 0.235], [2.863, -5.267, -1.261], [3.117, -1.131, 5.117]], "relative_energy_kcal_mol": 29.9, "gap_ev": 6.166, "fmax_ha_per_bohr": 0.0147, "e_lumo_ev": 1.6, "total_charge": -1, "multiplicity": 1}

{"formula": "C30H28Br2Cl3N4O3RhS", "method": "ωB97M-V/def2-TZVPD", "species": ["Rh", "Br", "Br", "Cl", "Cl", "Cl", "S", "O", "O", "O", "N", "N", "N", "N", "C", "C", "C", "C", "C", "C", "C", "C", "C", "C", "C", "C", "C", "C", "C", "C", "C", "C", "C", "C", "C", "C", "C", "C", "C", "C", "C", "C", "C", "C", "H", "H", "H", "H", "H", "H", "H", "H", "H", "H", "H", "H", "H", "H", "H", "H", "H", "H", "H", "H", "H", "H", "H", "H", "H", "H", "H", "H"], "coordinates": [[-1.935, 1.100, 0.330], [-1.877, 6.767, 4.732], [-5.870, 3.174, 2.893], [3.908, 0.842, -1.598], [4.133, -0.720, 3.497], [2.664, -4.422, -5.619], [1.689, -1.921, -6.949], [-2.048, -0.434, 1.974], [3.511, -2.770, -2.758], [-3.575, 2.208, 1.236], [-1.220, -0.008, -1.341], [0.139, -1.441, -2.289], [-3.288, -1.980, 3.025], [-0.956, 2.847, 1.307], [3.566, -0.375, -0.417], [3.099, -2.269, 1.539], [-0.300, -0.937, -1.130], [0.822, 4.246, 2.002], [-3.093, -1.128, 2.032], [-1.817, 3.547, 2.065], [-2.375, 5.309, 3.644], [4.276, -2.282, -3.847], [3.409, -1.849, -4.996], [1.167, 2.344, 0.335], [-4.133, -1.049, 0.945], [3.181, -0.517, -5.389], [1.159, -2.440, -2.438], [-0.529, -0.798, -3.289], [2.659, -2.732, -5.758], [3.702, -1.061, 1.871], [-1.397, 4.636, 2.856], [-4.111, 3.830, 2.858], [2.575, -1.851, -2.224], [2.290, -0.406, -6.421], [-3.207, 3.134, 2.002], [-1.376, 0.090, -2.691], [-0.030, 4.965, 2.805], [2.932, -1.568, -0.775], [-4.447, -2.846, 3.098], [3.951, -0.115, 0.889], [0.328, 3.168, 1.250], [-3.694, 4.886, 3.654], [-2.336, -2.097, 4.108], [2.743, -2.518, 0.227], [2.932, -3.000, 2.312], [1.116, -2.837, -3.453], [-1.811, -3.054, 4.047], [0.573, 2.110, -0.554], [-4.040, -1.927, 0.305], [-3.947, -0.145, 0.341], [4.912, -1.449, -3.522], [0.040, -1.269, -0.165], [0.339, 5.786, 3.397], [2.615, -0.906, -2.780], [2.331, -3.482, -0.027], [3.667, 0.338, -4.952], [-2.087, 0.761, -3.133], [-2.860, -2.030, 5.061], [-0.369, -1.006, -4.326], [4.913, -3.121, -4.139], [0.989, -3.257, -1.735], [-4.409, 5.387, 4.289], [1.966, 0.494, -6.906], [1.867, 4.508, 1.941], [-4.691, -3.263, 2.123], [-4.235, -3.666, 3.781], [2.075, 2.861, 0.039], [4.458, 0.802, 1.144], [-1.615, -1.285, 4.033], [1.449, 1.403, 0.813], [-5.319, -2.306, 3.475], [-5.143, -1.003, 1.347]], "gap_ev": [6.271, 4.136], "fmax_ha_per_bohr": 0.0252, "e_lumo_ev": [-6.2, -8.4], "total_charge": 2, "multiplicity": 5}